The following is a quantum chemistry calculation of a structure of composition C26H58P4ScSe, from OMol25.

Element x y z (Å)
H -3.76 0.30 4.51
H 2.87 2.68 -3.21
H -0.19 1.47 4.81
P -0.89 0.82 1.91
H 3.98 -2.77 1.30
H 3.32 1.22 1.86
H -0.32 4.63 2.89
H -1.93 -2.84 -1.14
H -2.77 -1.06 4.16
C 1.33 2.64 2.34
C 1.30 2.80 -4.69
C -3.56 1.95 1.18
C 3.37 -2.56 2.18
P 2.05 -2.21 -1.31
C -2.34 1.10 0.72
P 2.37 -1.03 1.91
H -2.49 1.70 -1.36
H 4.31 -2.52 -2.19
H -4.30 2.01 0.35
C -0.71 1.58 -4.19
Se 2.01 1.02 -0.98
H 1.45 -4.61 -1.06
H -0.72 0.50 -2.31
H -3.70 -0.28 2.83
H 1.63 2.18 3.30
H 0.90 -1.54 3.79
H 1.88 3.44 -5.34
H -2.68 -1.68 1.35
C -1.05 0.78 4.79
H 2.72 -3.41 2.35
H -1.55 2.87 -8.45
H -1.66 0.96 5.70
H 1.04 -4.53 1.28
H 0.30 -2.47 -2.98
H 1.89 -3.00 -3.63
H -0.54 -3.91 -1.33
H -3.56 1.45 -8.76
C -1.82 1.85 -0.49
C -1.29 -3.56 -0.62
C 3.73 0.21 1.93
H 4.04 -2.44 3.04
C 1.14 1.54 -2.61
C 0.01 2.41 -5.05
H 2.51 -1.07 4.38
H -0.59 -4.90 1.87
C -0.14 2.59 2.08
C 1.74 -0.85 3.65
H -2.70 0.12 0.39
H -2.55 4.07 -7.46
C -3.08 -0.09 3.72
C 0.16 -4.11 1.77
H 1.50 -1.26 -3.46
H -1.87 3.83 2.76
Sc 0.80 -0.93 0.19
P -0.51 -2.68 0.80
H -4.56 2.66 -7.77
H -0.73 3.40 4.08
H -0.20 3.06 1.09
H 4.32 -1.50 -0.73
C 3.79 -1.72 -1.66
H 3.78 -0.81 -2.27
H -0.79 1.54 -0.63
C -0.16 1.15 -2.98
H -0.42 2.74 -5.99
C -0.81 3.64 3.01
H -1.72 1.27 -4.45
H 1.37 0.16 3.81
H -0.35 -0.87 -0.98
H -1.76 2.94 -0.33
H 2.87 -4.17 -0.08
H 3.04 -4.39 -1.83
H 0.45 -3.77 2.77
C 1.86 2.37 -3.48
H -1.90 -4.41 -0.29
H 4.36 0.06 1.05
H -3.27 2.99 1.41
H 4.35 0.12 2.83
H -1.83 -2.20 2.83
H -4.14 1.58 2.03
H 1.73 2.19 1.44
H 1.71 3.69 2.34
C 2.38 -4.02 -1.04
H -2.63 -3.41 1.80
C -3.59 2.38 -8.19
C -2.06 -2.47 1.80
C -1.92 0.91 3.52
C 1.37 -2.25 -3.01
H -0.66 -0.26 4.87
C -2.51 3.14 -8.03
H -2.42 1.88 3.55

Results
HOMO-LUMO gap (spin up / spin down) = 0.0755 / 0.0799 Eh
Energy above the lowest of the compared OMol25 structures with the same formula, charge and spin = 367.3 kJ/mol
Charge = +3

Per-atom Löwdin charges, elementary charge units:
1. H 0.11
2. H 0.12
3. H 0.06
4. P 1.11
5. H 0.04
6. H 0.01
7. H 0.10
8. H 0.06
9. H 0.07
10. C -0.14
11. C 0.02
12. C -0.08
13. C -0.22
14. P 0.71
15. C -0.52
16. P 0.73
17. H 0.11
18. H 0.08
19. H 0.11
20. C 0.02
21. Se 1.09
22. H 0.05
23. H 0.05
24. H 0.07
25. H 0.09
26. H 0.04
27. H 0.14
28. H 0.03
29. C -0.11
30. H 0.03
31. H 0.04
32. H 0.11
33. H 0.03
34. H 0.05
35. H 0.08
36. H 0.02
37. H 0.05
38. C -0.17
39. C -0.23
40. C -0.24
41. H 0.08
42. C -0.48
43. C 0.08
44. H 0.08
45. H 0.08
46. C -0.51
47. C -0.23
48. H 0.09
49. H 0.04
50. C -0.12
51. C -0.22
52. H 0.04
53. H 0.07
54. Sc -0.15
55. P 0.71
56. H 0.05
57. H 0.09
58. H 0.09
59. H 0.04
60. C -0.24
61. H 0.03
62. H -0.03
63. C -0.10
64. H 0.13
65. C -0.08
66. H 0.14
67. H 0.01
68. H -0.05
69. H 0.10
70. H 0.04
71. H 0.08
72. H 0.05
73. C -0.05
74. H 0.08
75. H 0.04
76. H 0.08
77. H 0.08
78. H 0.03
79. H 0.07
80. H -0.01
81. H 0.12
82. C -0.20
83. H 0.08
84. C -0.06
85. C -0.22
86. C -0.50
87. C -0.21
88. H 0.07
89. C -0.11
90. H 0.09

The following is a quantum chemistry calculation of a cluster of 3 separate species, C26H59N2O2P2 in total, from OMol25.

Element x y z (Å)
C 0.89 -3.44 3.90
P -5.86 2.60 0.60
C 0.41 -2.23 0.97
H 6.55 -3.16 -0.13
H -0.90 0.48 2.64
H 5.96 -4.28 -1.99
O 3.68 -0.92 -0.40
O -2.37 -2.08 3.22
C 1.98 -0.24 -2.24
H 1.71 -2.97 3.35
H -0.06 -3.02 0.38
H -2.51 -0.49 1.29
H 1.22 -2.69 1.54
H -6.48 6.36 0.24
C -6.80 4.22 0.50
H -7.28 1.96 -1.33
H -0.54 -3.36 6.10
H 1.30 -3.76 4.86
N -1.15 -2.31 2.93
H -1.36 -0.65 -0.02
C 5.05 -3.73 -2.20
H 0.88 -1.52 0.28
H 4.35 0.66 -2.80
H -2.43 2.47 -3.97
H 1.28 -0.79 -1.62
H -6.04 5.39 -1.18
C -1.16 -3.15 5.23
C 5.54 -0.95 -3.57
H 0.40 3.89 -1.13
H -2.29 -2.06 0.50
H 1.46 0.09 -3.14
H -1.50 1.93 0.04
H 0.75 2.54 0.93
H -7.74 4.07 -0.03
C 0.20 -1.14 4.63
C 6.09 -1.44 -2.23
C -0.30 -2.50 4.15
H 4.88 -3.22 0.48
C 0.88 -0.34 3.53
C 3.15 -1.12 -2.65
H -7.95 1.44 0.23
H -6.60 0.56 -0.47
H 3.77 0.04 -4.34
H 5.45 -1.78 -4.28
H 2.30 0.64 -1.69
H -1.98 -2.51 5.53
C 5.60 -2.62 -0.08
H -3.28 1.19 -3.08
H -5.00 5.41 0.22
C -7.04 1.54 -0.35
H 4.21 -4.32 -1.83
C -0.42 3.70 -0.43
H 0.43 0.35 1.52
P -4.04 2.67 -0.80
H -0.58 3.38 1.71
H 0.88 -1.30 5.47
H -2.30 3.76 -2.10
H -1.52 1.22 -3.15
H 3.27 -3.02 -3.79
H 4.97 -3.66 -3.28
H -1.09 4.55 -0.41
C -2.38 2.71 -1.79
H 2.27 -1.77 -4.51
H 1.16 0.65 3.91
H 7.03 -1.97 -2.37
C 5.12 -2.37 -1.50
C 0.20 3.49 0.95
C -2.41 1.85 -3.06
H -7.08 4.47 1.53
H 1.81 -0.82 3.21
H -1.58 -4.10 4.87
H 6.29 -0.57 -1.60
C -1.19 2.44 -0.88
H 6.25 -0.25 -4.02
H -0.65 -0.57 5.02
C 2.58 -2.21 -3.56
H 0.57 -4.33 3.35
C -6.04 5.42 -0.09
C -0.07 -0.16 2.34
H 1.70 -2.65 -3.10
C 4.19 -0.26 -3.38
N 3.78 -1.70 -1.41
C -1.78 -1.16 0.85
H -3.52 1.57 0.07
H 0.89 4.28 1.25
H -4.67 1.66 -1.70
H 5.76 -1.69 0.46
H -0.47 1.78 -1.38
C -0.64 -1.48 1.80
H -4.59 3.74 -1.66
H -3.45 3.67 0.15

Results
HOMO-LUMO gap (spin up / spin down) = 0.1800 / 0.1793 Eh
Charge = -1
Expectation value of S² = 2.008
Multiplicity = 3

Per-atom Löwdin charges, elementary charge units:
1. C -0.04
2. P 0.67
3. C -0.02
4. H 0.08
5. H 0.13
6. H 0.08
7. O -0.03
8. O -0.02
9. C -0.04
10. H 0.06
11. H 0.09
12. H 0.07
13. H 0.05
14. H 0.05
15. C -0.52
16. H 0.02
17. H 0.08
18. H 0.08
19. N -0.10
20. H 0.08
21. C -0.04
22. H 0.06
23. H 0.13
24. H 0.06
25. H 0.07
26. H 0.04
27. C -0.05
28. C -0.17
29. H 0.10
30. H 0.09
31. H 0.09
32. H 0.06
33. H 0.05
34. H 0.05
35. C -0.14
36. C -0.14
37. C -0.49
38. H 0.09
39. C -0.17
40. C -0.48
41. H 0.00
42. H 0.00
43. H 0.12
44. H 0.10
45. H 0.08
46. H 0.08
47. C -0.05
48. H 0.03
49. H 0.03
50. C -0.44
51. H 0.10
52. C -0.27
53. H 0.11
54. P 0.23
55. H 0.07
56. H 0.12
57. H 0.08
58. H 0.04
59. H 0.05
60. H 0.06
61. H 0.09
62. C -0.54
63. H 0.09
64. H 0.11
65. H 0.12
66. C -0.49
67. C -0.13
68. C -0.15
69. H 0.03
70. H 0.11
71. H 0.09
72. H 0.13
73. C -0.28
74. H 0.11
75. H 0.13
76. C -0.02
77. H 0.09
78. C -0.23
79. C -0.13
80. H 0.09
81. C -0.13
82. N -0.10
83. C -0.04
84. H -0.07
85. H 0.06
86. H -0.06
87. H 0.08
88. H 0.08
89. C -0.47
90. H -0.05
91. H -0.05

The following is a quantum chemistry calculation of a cluster of 5 separate species, C26H59NO12S in total, from OMol25.

Element x y z (Å)
C 1.82 -0.51 -1.98
O 0.44 0.03 -0.02
H -2.22 -3.64 -1.02
C -8.55 -1.73 3.01
H 4.81 -4.57 3.21
H -4.56 6.11 3.13
H 5.49 -1.08 1.31
H -2.15 -1.26 0.14
C -4.83 5.29 3.81
C -3.85 2.48 2.41
C 6.05 -1.86 1.84
C -6.44 -0.32 0.92
H 6.29 2.46 -7.30
H -5.57 5.67 4.52
C 3.57 2.39 -6.83
H 6.36 -3.77 3.53
O -3.70 4.88 4.57
C -0.03 -2.05 -2.97
C 7.27 -2.22 1.02
C 2.15 -1.65 1.76
C -5.89 -2.61 1.01
H 3.22 -1.83 -0.06
C -2.46 5.20 3.95
C -0.56 -2.76 -1.72
H -1.68 4.65 4.47
H 1.97 1.67 -5.62
H 0.74 -2.63 -3.45
C -5.43 4.14 3.03
H 7.87 -1.31 0.86
H -2.25 6.27 4.05
H -5.48 -3.35 1.69
H -0.87 -1.99 -3.65
C 3.83 3.44 -3.73
O 4.51 3.45 -6.89
C 7.94 -4.48 1.21
H -0.29 0.00 -2.36
H 8.42 -4.61 0.24
H -2.45 4.92 2.90
H 5.81 2.48 -5.58
O -3.71 -1.80 -2.68
H 1.65 -2.57 -0.10
C 0.98 -0.87 2.39
H -5.37 -2.68 0.05
S 0.44 0.55 1.48
H -0.04 -3.71 -1.61
O -8.60 -1.04 1.78
H -3.04 2.33 1.70
O -4.55 3.66 2.03
N -2.00 -3.11 -1.86
H 2.36 0.34 -2.37
O 5.19 -2.98 2.00
C 5.82 3.05 -6.51
C 1.75 -0.41 -0.45
H 2.41 -1.39 -2.22
H -3.43 2.56 3.41
H 4.07 1.42 -6.90
H 8.42 -5.14 1.93
C 0.50 -0.63 -2.76
O 3.49 2.25 -4.41
H 0.71 -0.23 -3.75
H -6.95 -2.83 0.85
H 2.03 -2.67 2.10
H -7.53 -1.96 3.31
C -2.72 -0.92 -0.71
H -5.81 0.57 0.84
H -9.10 -2.66 2.89
H -6.71 -0.64 -0.09
H 6.89 -4.76 1.13
C -7.68 0.05 1.70
H 6.97 -2.59 0.03
H -2.27 -0.01 -1.10
H -9.04 -1.14 3.80
H -7.41 0.39 2.71
C 5.31 -3.60 3.26
H 3.09 -1.31 2.19
O 8.10 -3.15 1.68
H -8.19 0.87 1.19
C 2.72 2.46 -5.58
H -6.34 4.49 2.53
H 1.28 -0.49 3.36
H 4.84 -3.00 4.04
H 4.60 3.21 -3.00
H 2.95 3.83 -3.19
H -0.38 -2.21 -0.81
C -2.86 -1.94 -1.82
O -0.92 0.87 1.81
C 2.19 -1.69 0.24
H 6.40 3.96 -6.36
H -4.54 1.62 2.37
H 6.35 -1.46 2.81
O -5.69 -1.33 1.58
H 4.20 4.21 -4.41
H 2.91 2.49 -7.70
H -3.72 -0.68 -0.38
H 2.45 0.36 -0.14
H -5.72 3.33 3.72
H 2.20 3.42 -5.52
H 0.09 -1.47 2.53
O 1.40 1.60 1.66

Results
HOMO-LUMO gap = 0.3414 Eh
Charge = 0

Per-atom Löwdin charges, elementary charge units:
1. C -0.10
2. O -0.21
3. H 0.12
4. C -0.11
5. H 0.09
6. H 0.13
7. H 0.12
8. H 0.07
9. C -0.21
10. C -0.10
11. C -0.21
12. C -0.21
13. H 0.09
14. H 0.12
15. C -0.21
16. H 0.09
17. O -0.19
18. C -0.16
19. C -0.20
20. C -0.18
21. C -0.11
22. H 0.12
23. C -0.11
24. C -0.21
25. H 0.09
26. H 0.12
27. H 0.11
28. C -0.21
29. H 0.13
30. H 0.09
31. H 0.09
32. H 0.11
33. C -0.11
34. O -0.19
35. C -0.11
36. H 0.10
37. H 0.09
38. H 0.08
39. H 0.08
40. O 0.08
41. H 0.11
42. C -0.20
43. H 0.08
44. S 0.61
45. H 0.11
46. O -0.19
47. H 0.08
48. O -0.19
49. N 0.02
50. H 0.11
51. O -0.21
52. C -0.11
53. C -0.33
54. H 0.12
55. H 0.09
56. H 0.13
57. H 0.09
58. C -0.17
59. O -0.20
60. H 0.10
61. H 0.09
62. H 0.12
63. H 0.08
64. C 0.01
65. H 0.11
66. H 0.09
67. H 0.13
68. H 0.08
69. C -0.20
70. H 0.13
71. H 0.09
72. H 0.09
73. H 0.12
74. C -0.10
75. H 0.10
76. O -0.19
77. H 0.13
78. C -0.20
79. H 0.12
80. H 0.11
81. H 0.09
82. H 0.09
83. H 0.09
84. H 0.08
85. C -0.48
86. O -0.27
87. C -0.14
88. H 0.09
89. H 0.07
90. H 0.13
91. O -0.20
92. H 0.08
93. H 0.13
94. H 0.07
95. H 0.14
96. H 0.12
97. H 0.13
98. H 0.11
99. O -0.26

Values for strongest force on any atom, eV/A, ordered as above
7.36, 0.72, 1.83